[1]
Computed, not measured: a molecular structure, C26H26AsN6O8S2Ti, with ωB97M-V/def2-TZVPD.

Structure (XYZ):
```
70
Properties=species:S:1:pos:R:3:mulliken_spin:R:1
Ti 0.338 0.410 0.452 0.92
O 1.975 -2.609 -0.314 0.00
As 2.893 -1.588 0.784 0.00
O 4.469 -1.684 0.463 0.00
O 2.160 -0.049 0.594 0.00
C 2.455 -2.157 2.580 0.00
C 3.527 -2.748 3.235 0.00
C 3.392 -3.229 4.531 0.00
C 2.175 -3.127 5.182 0.00
C 1.094 -2.537 4.540 0.00
C 1.234 -2.050 3.252 0.00
S -0.200 -1.263 2.557 0.02
O 0.071 0.198 2.560 -0.01
O -1.341 -1.690 3.294 0.00
O -0.199 -1.608 1.097 0.02
H 1.064 -2.668 0.020 0.01
H 4.475 -2.824 2.716 0.00
H 4.239 -3.686 5.025 0.00
H 2.058 -3.506 6.189 0.00
H 0.134 -2.458 5.033 0.00
O -3.704 0.744 -1.333 0.00
S -2.677 0.035 -0.621 0.00
O -1.841 -0.892 -1.352 0.00
N -1.664 1.045 0.131 -0.01
C -1.956 2.382 0.400 -0.01
C -3.178 3.016 0.401 0.01
C -3.282 4.389 0.709 -0.01
C -2.194 5.153 1.015 0.01
C -0.916 4.548 1.015 0.00
C 0.278 5.242 1.300 0.02
C 1.481 4.592 1.265 -0.01
C 1.502 3.228 0.944 0.04
N 0.402 2.557 0.681 -0.02
C -0.810 3.177 0.709 0.01
C -3.441 -0.904 0.676 0.00
C -4.055 -0.243 1.730 0.00
C -4.655 -0.982 2.735 0.00
C -4.644 -2.369 2.680 0.00
C -4.025 -3.020 1.625 0.00
C -3.415 -2.287 0.617 0.00
H -4.072 2.474 0.132 0.00
H -4.267 4.837 0.694 0.00
H -2.290 6.205 1.249 0.00
H 0.227 6.296 1.544 0.00
H 2.409 5.102 1.477 0.00
H 2.429 2.668 0.906 0.00
H -4.051 0.838 1.780 0.00
H -5.126 -0.475 3.567 0.00
H -5.110 -2.943 3.471 0.00
H -4.006 -4.101 1.588 0.00
H -2.907 -2.773 -0.204 0.00
C 2.661 0.626 -5.839 0.00
C 2.169 -0.788 -5.550 0.00
C 3.130 -1.534 -4.629 0.00
C 0.740 -0.787 -5.004 0.00
N 0.613 -0.059 -3.747 0.00
C 0.872 -0.447 -2.505 0.00
N 0.637 0.576 -1.714 0.02
N 0.222 1.591 -2.496 0.01
N 0.208 1.223 -3.715 0.00
H 3.645 0.596 -6.306 0.00
H 2.750 1.206 -4.918 0.00
H 1.981 1.162 -6.504 0.00
H 2.105 -1.336 -6.495 0.00
H 3.276 -1.002 -3.686 0.00
H 4.111 -1.622 -5.096 0.00
H 2.777 -2.541 -4.400 0.00
H 0.389 -1.803 -4.823 0.00
H 0.052 -0.304 -5.695 0.00
H 1.208 -1.424 -2.196 -0.01
```

Results
HOMO energy (spin up / spin down) = -8.0 / -8.1 eV
⟨S²⟩ = 0.75
spin multiplicity = 2
Kohn-Sham gap (spin up / spin down) = 7.73 / 7.77 eV
charge = 0
total energy = -5818.6270 Ha


[2]
Computed, not measured: a single C21H28N4O2S molecule in a non-equilibrium geometry, with ωB97M-V/def2-TZVPD.

Structure (XYZ):
```
56
Properties=species:S:1:pos:R:3:lowdin_charge:R:1
C 3.962 0.969 -2.236 -0.08
C 5.209 1.056 -1.360 -0.27
N 5.425 -0.181 -0.636 -0.21
C 6.806 -0.479 -0.328 -0.25
C 7.519 0.526 0.587 -0.08
C 4.492 -0.425 0.449 -0.21
C 3.718 -1.727 0.204 -0.15
C 2.670 -2.001 1.282 -0.18
N 1.562 -1.079 1.204 0.05
C 0.308 -1.469 0.876 -0.52
O -0.015 -2.634 0.729 0.06
C -0.670 -0.381 0.725 -0.40
C -2.006 -0.562 0.528 -0.02
C -2.711 0.657 0.398 -0.15
C -3.986 1.262 0.209 -0.18
C -5.288 0.643 0.036 -0.16
C -6.437 1.428 0.072 -0.04
C -7.677 0.839 -0.090 -0.07
C -7.787 -0.523 -0.286 -0.01
C -6.641 -1.320 -0.328 -0.27
O -6.852 -2.650 -0.531 -0.08
C -5.738 -3.510 -0.571 -0.09
C -5.394 -0.733 -0.169 0.04
N -3.849 2.583 0.215 0.14
N -2.556 2.882 0.394 -0.19
C -2.105 4.240 0.436 -0.01
C -1.842 1.753 0.509 -0.49
S -0.199 1.325 0.758 1.08
H 3.063 0.865 -1.634 0.06
H 3.869 1.869 -2.839 0.07
H 4.036 0.109 -2.895 0.08
H 6.076 1.218 -2.003 0.12
H 5.120 1.927 -0.686 0.12
H 6.829 -1.469 0.135 0.11
H 7.349 -0.545 -1.275 0.11
H 8.531 0.186 0.790 0.07
H 6.995 0.629 1.535 0.06
H 7.572 1.504 0.115 0.06
H 5.012 -0.500 1.412 0.12
H 3.792 0.413 0.523 0.11
H 4.426 -2.556 0.178 0.11
H 3.232 -1.676 -0.770 0.11
H 3.127 -1.936 2.276 0.12
H 2.242 -2.997 1.152 0.12
H 1.766 -0.097 1.294 0.08
H -2.424 -1.551 0.493 0.12
H -6.336 2.490 0.228 0.10
H -8.569 1.447 -0.061 0.10
H -8.747 -0.997 -0.413 0.12
H -5.063 -3.258 -1.395 0.10
H -6.143 -4.508 -0.732 0.09
H -5.183 -3.494 0.372 0.10
H -4.497 -1.326 -0.213 0.09
H -1.385 4.429 -0.363 0.09
H -2.975 4.879 0.304 0.09
H -1.632 4.456 1.397 0.09
```

Results
HOMO energy = -8.0 eV
Kohn-Sham gap = 8.37 eV
charge = 0
total energy = -1584.6905 Ha
structure (SMILES) = CCN(CC)CCCNC(=O)c1cc2c(-c3cccc(OC)c3)nn(C)c2s1


[3]
Computed, not measured: 3 unconnected molecules or ions with the total composition C4H9NO2S2 in a non-equilibrium geometry, with ωB97M-V/def2-TZVPD.

Structure (XYZ):
```
18
Properties=species:S:1:pos:R:3:lowdin_charge:R:1
C -2.546 -0.733 -0.647 -0.16
C -0.273 0.812 -2.828 -0.35
C -0.010 0.371 3.232 -0.50
C 0.309 -0.521 2.081 -0.32
N 0.234 -0.341 0.860 0.07
O -2.563 -1.697 -0.034 -0.02
O 0.467 -1.478 -1.507 -0.55
S -0.204 2.113 2.685 0.74
S -0.720 -0.922 -2.428 0.76
H -0.653 1.051 -3.886 0.06
H 0.837 0.867 -2.652 0.06
H -0.793 1.458 -2.192 -0.02
H -0.995 0.129 3.647 0.07
H 0.700 0.335 4.126 0.10
H 0.848 -1.569 2.455 0.17
H -0.195 0.620 0.698 0.06
H 0.408 -1.276 -0.471 0.02
H -1.340 2.108 2.150 -0.20
```

Results
HOMO energy = -7.7 eV
Kohn-Sham gap = 8.18 eV
charge = 0
total energy = -1159.3204 Ha


[4]
Computed, not measured: 2 unconnected molecules or ions with the total composition C8H7ClN2O3 in a non-equilibrium geometry, with ωB97M-V/def2-TZVPD.

Structure (XYZ):
```
21
Properties=species:S:1:pos:R:3:lowdin_charge:R:1
H -1.371 1.337 1.391 0.08
N -0.969 0.484 1.030 0.12
C -0.872 0.527 -0.227 -0.32
C -1.480 1.508 -1.049 -0.03
C -1.395 1.368 -2.384 -0.06
C -0.506 0.404 -3.002 -0.67
Cl -0.336 0.405 -4.748 0.63
C 0.118 -0.559 -2.322 -0.12
C 0.042 -0.574 -0.834 -0.10
H -2.121 2.179 -0.653 0.08
H -1.892 2.028 -3.146 0.12
H 0.774 -1.433 -2.659 0.15
H -0.063 -1.636 -0.601 0.13
H 1.081 -0.361 -0.657 0.10
O -0.168 -1.643 4.721 0.26
C 0.369 -1.226 3.824 -0.12
C 0.844 -0.748 2.679 -0.01
N 2.240 -0.659 2.292 -0.43
O 3.107 -0.989 3.057 0.08
O 2.415 -0.228 1.185 0.06
H 0.182 -0.186 2.104 0.02
```

Results
HOMO energy = -9.0 eV
Kohn-Sham gap = 8.53 eV
charge = 0
total energy = -1104.2646 Ha
structure (SMILES) = [H]/N=C1\C=CC(Cl)=CC1.O=C=C[N+](=O)[O-]


[5]
Computed, not measured: a single C5H9NO molecule in a non-equilibrium geometry, with ωB97M-V/def2-TZVPD.

Structure (XYZ):
```
16
Properties=species:S:1:pos:R:3:lowdin_charge:R:1
C -2.055 0.300 0.703 -0.02
C -0.967 -0.314 1.157 -0.18
C -0.105 -1.171 0.267 -0.22
C 1.270 -0.593 -0.009 -0.13
C 1.441 0.838 -0.497 -0.55
N 0.410 1.353 -1.258 0.16
O 2.474 1.446 -0.358 0.06
H -2.589 1.016 1.322 0.05
H -2.710 -0.179 -0.025 0.07
H -0.637 -0.107 2.169 0.11
H -0.586 -1.282 -0.710 0.10
H -0.118 -2.175 0.701 0.11
H 1.781 -1.153 -0.801 0.13
H 1.987 -0.701 0.808 0.12
H -0.381 0.774 -1.485 0.08
H 0.785 1.947 -1.983 0.11
```

Results
HOMO energy = -9.7 eV
Kohn-Sham gap = 10.64 eV
charge = 0
total energy = -325.8888 Ha
structure (SMILES) = C=CCCC(N)=O


[6]
Computed, not measured: a molecular structure, C34H43BrCoN9O5SSb, with ωB97M-V/def2-TZVPD.

Structure (XYZ):
```
95
Properties=species:S:1:pos:R:3:mulliken_spin:R:1
Co -0.174 -0.352 0.121 1.03
C 2.087 2.732 -0.351 0.00
C 1.923 2.329 1.087 0.01
C 2.255 3.257 2.075 0.00
C 2.236 2.893 3.407 0.00
C 1.903 1.583 3.715 0.00
C 1.551 0.723 2.687 0.01
N 1.528 1.078 1.392 0.02
Sb 1.175 -1.298 3.264 0.00
C 1.550 -2.282 1.401 0.00
C 2.571 -3.211 1.459 0.00
C 2.849 -4.003 0.353 0.00
C 2.053 -3.850 -0.755 0.00
C 1.034 -2.897 -0.777 -0.01
C 0.277 -2.798 -2.069 0.00
N 0.795 -2.101 0.289 -0.04
C -0.930 -1.215 2.941 0.00
C -1.685 -1.734 3.974 0.00
C -3.067 -1.632 3.933 0.00
C -3.619 -0.984 2.858 0.00
C -2.819 -0.501 1.818 0.00
C -3.576 0.168 0.711 0.00
N -1.470 -0.625 1.839 -0.02
H 2.254 3.805 -0.423 0.00
H 2.958 2.231 -0.777 0.00
H 1.224 2.472 -0.955 0.00
H 2.561 4.251 1.780 0.00
H 2.501 3.601 4.182 0.00
H 1.920 1.232 4.740 0.00
H 3.157 -3.311 2.363 0.00
H 3.667 -4.711 0.362 0.00
H 2.226 -4.432 -1.650 0.00
H -0.424 -3.634 -2.141 0.00
H -0.286 -1.880 -2.178 0.00
H 0.994 -2.889 -2.882 0.00
H -1.193 -2.197 4.820 0.00
H -3.685 -2.028 4.727 0.00
H -4.689 -0.845 2.784 0.00
H -2.962 0.459 -0.120 0.00
H -4.085 1.051 1.108 0.00
H -4.359 -0.502 0.355 0.00
C -2.984 -5.255 1.316 0.00
C -3.057 -4.191 0.258 0.00
C -3.949 -4.249 -0.807 0.00
C -3.971 -3.222 -1.734 0.00
C -3.088 -2.169 -1.555 0.01
Br -3.153 -0.767 -2.829 0.00
N -2.210 -2.079 -0.569 0.03
C -2.220 -3.087 0.314 0.00
H -3.704 -6.049 1.129 0.00
H -3.195 -4.837 2.302 0.00
H -1.992 -5.705 1.354 0.00
H -4.627 -5.087 -0.911 0.00
H -4.652 -3.225 -2.572 0.00
H -1.511 -3.006 1.129 0.00
C -1.283 2.960 2.051 0.00
N -1.316 3.431 0.676 0.00
C -1.185 2.621 -0.386 0.00
N -1.252 3.202 -1.607 0.00
O -1.066 1.382 -0.273 -0.04
H -1.423 3.819 2.702 0.00
H -0.332 2.492 2.283 0.00
H -2.087 2.253 2.235 0.00
H -1.413 4.418 0.516 0.00
H -1.536 4.161 -1.711 0.00
H -1.359 2.604 -2.406 0.00
C 3.886 -4.874 -6.057 0.00
C 2.986 -3.658 -6.243 0.00
S 3.543 -2.331 -5.208 0.00
O 4.829 -1.885 -5.657 0.00
O 3.364 -2.724 -3.823 0.00
C 2.376 -1.002 -5.516 0.00
C 2.706 0.229 -4.665 0.00
N 2.393 0.095 -3.231 0.00
C 1.156 0.164 -2.691 -0.01
N 1.180 -0.079 -1.385 0.01
C 2.497 -0.323 -1.068 0.01
C 3.238 -0.227 -2.190 0.00
N 4.667 -0.424 -2.262 0.00
O 5.164 -0.968 -1.299 0.00
O 5.258 -0.013 -3.239 0.00
C -0.046 0.532 -3.476 0.00
H 3.537 -5.675 -6.706 0.00
H 3.865 -5.226 -5.027 0.00
H 4.914 -4.638 -6.328 0.00
H 1.948 -3.865 -5.975 0.00
H 3.025 -3.283 -7.267 0.00
H 1.368 -1.386 -5.360 0.00
H 2.491 -0.722 -6.564 0.00
H 2.165 1.095 -5.046 0.00
H 3.766 0.452 -4.739 0.00
H 2.847 -0.524 -0.075 -0.01
H 0.090 1.516 -3.931 0.00
H -0.899 0.533 -2.804 0.00
H -0.264 -0.177 -4.274 0.00
```

Results
HOMO energy (spin up / spin down) = -14.0 / -14.0 eV
⟨S²⟩ = 0.82
spin multiplicity = 2
Kohn-Sham gap (spin up / spin down) = 8.83 / 9.11 eV
charge = +2
total energy = -6785.1454 Ha